Here is C33H55BrCl2IN3O4SSbSi3Ti as an isolated structure from the OMol25 dataset. Energies are from wB97M-V/def2-TZVPD.

CARTESIAN COORDINATES (ANGSTROEM)
Ti  0.185  0.336  -0.087
C  1.097  1.319  -4.430
C  0.056  0.264  -4.222
N  -0.373  -0.398  -5.282
C  -1.228  -1.416  -5.160
C  -1.713  -1.865  -3.948
C  -2.612  -3.069  -3.876
O  -2.035  -3.993  -2.955
C  -1.293  -1.165  -2.800
C  -1.737  -1.577  -1.498
N  -1.335  -1.153  -0.328
C  -2.043  -1.822  0.751
C  -3.431  -1.760  0.797
C  -4.138  -2.495  1.736
C  -3.463  -3.314  2.631
C  -2.077  -3.366  2.610
C  -1.376  -2.608  1.683
I  0.705  -2.636  1.706
C  -0.429  -0.079  -2.949
O  -0.070  0.595  -1.851
H  0.933  1.805  -5.389
H  2.086  0.854  -4.465
H  1.097  2.055  -3.631
H  -1.519  -1.904  -6.082
H  -2.703  -3.501  -4.873
H  -3.617  -2.775  -3.551
H  -2.418  -4.866  -3.099
H  -2.471  -2.377  -1.493
H  -3.962  -1.140  0.085
H  -5.219  -2.442  1.755
H  -4.011  -3.910  3.349
H  -1.543  -3.994  3.311
O  4.797  -2.549  -3.464
C  3.838  -2.022  -2.724
C  2.699  -2.704  -2.287
C  1.797  -2.040  -1.494
N  1.931  -0.756  -1.100
C  2.985  -0.104  -1.609
Br  3.049  1.758  -1.328
C  3.964  -0.672  -2.383
H  4.644  -3.480  -3.679
H  2.520  -3.736  -2.557
H  0.919  -2.563  -1.146
H  4.798  -0.092  -2.751
C  1.467  4.687  -2.199
Si  -0.386  4.493  -2.065
C  -1.109  6.170  -1.707
C  -1.215  3.726  -3.548
Sb  -1.012  2.947  -0.009
Si  -3.585  2.647  -0.440
C  -4.226  4.301  -0.998
C  -4.403  2.115  1.146
C  -3.781  1.384  -1.800
Si  -0.684  4.579  2.028
C  -1.054  3.848  3.703
C  -1.923  5.944  1.768
C  1.084  5.145  1.820
H  1.657  5.669  -2.640
H  1.935  3.946  -2.845
H  1.958  4.673  -1.224
H  -1.060  6.728  -2.648
H  -0.507  6.719  -0.981
H  -2.147  6.168  -1.382
H  -0.777  4.151  -4.456
H  -2.279  3.967  -3.559
H  -1.111  2.643  -3.602
H  -4.108  5.087  -0.252
H  -5.300  4.177  -1.170
H  -3.787  4.640  -1.936
H  -4.143  2.770  1.980
H  -4.151  1.091  1.423
H  -5.486  2.173  1.010
H  -3.188  1.626  -2.683
H  -4.832  1.367  -2.104
H  -3.517  0.380  -1.470
H  -2.116  3.610  3.785
H  -0.846  4.642  4.428
H  -0.484  2.971  3.997
H  -2.947  5.570  1.730
H  -1.735  6.551  0.886
H  -1.859  6.602  2.641
H  1.763  4.325  1.576
H  1.439  5.626  2.735
H  1.155  5.882  1.017
Cl  -1.452  0.786  2.424
C  -1.879  -0.157  3.905
Cl  -0.452  -0.631  4.802
H  -2.430  -1.031  3.584
H  -2.484  0.513  4.506
C  2.804  1.467  4.989
C  2.038  1.764  3.702
S  2.301  0.425  2.546
O  1.495  0.828  1.271
C  4.029  0.662  2.077
C  4.520  2.094  1.959
H  2.595  2.252  5.714
H  3.882  1.447  4.833
H  2.495  0.519  5.428
H  2.326  2.701  3.228
H  0.961  1.757  3.871
H  4.106  0.106  1.139
H  4.581  0.092  2.828
H  3.849  2.706  1.358
H  5.493  2.092  1.467
H  4.650  2.558  2.934

Properties
gap between HOMO and LUMO (spin up / spin down): 6.420 / 6.441 eV
highest occupied orbital energy (spin up / spin down): -15.954 / -15.953 eV
electronic energy: -215064.605 eV
charge: +3
LUMO energy (spin up / spin down): -9.535 / -9.512 eV